Record 1
DFT (ωB97M-V/def2-TZVPD) results for the ion C16H20NO2 with charge +1.

Last column: Mulliken charge in e.
Atoms and positions in Å:
C1 -3.414 -2.982 0.729  -0.923
H1 -3.089 -3.461 -0.199  0.363
H2 -4.466 -2.695 0.646  0.386
H3 -3.295 -3.679 1.557  0.262
O1 -2.602 -1.872 1.049  -0.389
C2 -2.588 -0.811 0.209  0.152
C3 -3.254 -0.736 -1.009  -0.688
C4 -3.137 0.408 -1.780  -0.650
C5 -2.366 1.474 -1.365  -0.560
C6 -1.703 1.401 -0.142  0.379
C7 -1.803 0.266 0.639  0.101
H4 -1.322 0.160 1.597  0.539
O2 -0.937 2.512 0.178  -0.475
C8 -0.290 2.577 1.418  -0.836
H5 -0.909 2.184 2.230  0.392
C9 1.061 1.840 1.390  -0.276
N1 1.821 2.248 0.173  -0.046
H6 1.487 3.179 -0.110  0.386
H7 2.822 2.303 0.389  0.441
C10 1.664 1.312 -0.992  -0.908
C11 2.210 -0.045 -0.646  0.416
C12 3.584 -0.226 -0.520  -0.572
C13 4.094 -1.464 -0.175  -0.650
C14 3.236 -2.529 0.048  -0.450
C15 1.868 -2.356 -0.080  -0.726
C16 1.354 -1.117 -0.424  0.123
H8 0.287 -0.986 -0.533  0.418
H9 1.198 -3.184 0.088  0.448
H10 3.635 -3.495 0.315  0.401
H11 5.161 -1.600 -0.086  0.400
H12 4.261 0.596 -0.712  0.397
H13 2.208 1.744 -1.836  0.522
H14 0.605 1.253 -1.246  0.219
H15 1.627 2.092 2.287  0.481
H16 0.922 0.758 1.349  0.170
H17 -0.124 3.644 1.601  0.410
H18 -2.278 2.370 -1.956  0.477
H19 -3.660 0.466 -2.722  0.399
H20 -3.866 -1.551 -1.359  0.468

Calculated values
SMILES string: COc1cccc(OCC[NH2+]Cc2ccccc2)c1
HOMO in eV: -11.332
Net charge: +1
Molar mass in u: 258.341

***

Record 2
DFT (ωB97M-V/def2-TZVPD) results for a structure of composition C16H21AsCl2N3RuSSi2.

Last column: Mulliken charge in e.
Atoms and positions in Å:
Ru1 -0.609 -0.690 -1.821  -0.217
Cl1 0.909 -0.323 -3.392  -0.335
C1 -0.294 1.801 -0.223  -0.604
C2 0.660 1.472 0.844  -0.844
C3 0.511 2.082 2.026  -0.361
C4 -0.616 2.958 2.364  -0.410
C5 -1.577 3.257 1.486  -0.008
Cl2 -2.996 4.138 1.871  -0.157
C6 -1.441 2.791 0.100  0.843
S1 -2.600 1.722 -0.805  -0.169
H1 1.470 0.781 0.643  0.612
H2 1.236 1.900 2.808  0.479
H3 -0.685 3.336 3.375  0.497
N1 -1.099 0.834 -0.971  0.243
C7 -0.361 3.145 -0.802  0.195
C8 0.272 4.083 -1.487  0.872
C9 1.506 3.775 -2.158  -0.076
N2 2.480 3.507 -2.703  -0.438
C10 -0.256 5.417 -1.569  -0.147
N3 -0.690 6.479 -1.609  -0.409
C11 0.156 -1.791 2.819  -0.685
Si1 0.873 -2.811 1.439  0.375
C12 2.579 -2.294 0.917  -0.941
C13 0.736 -4.637 1.765  -1.100
As1 -0.505 -2.581 -0.511  0.223
Si2 -2.810 -2.408 -0.321  0.320
C14 -3.031 -1.428 -1.940  -1.180
C15 -3.584 -4.094 -0.333  -1.043
C16 -3.345 -1.421 1.159  -0.801
H4 0.807 -1.857 3.695  0.399
H5 -0.830 -2.155 3.111  0.286
H6 0.066 -0.740 2.540  0.055
H7 3.271 -2.400 1.756  0.365
H8 2.619 -1.255 0.586  0.260
H9 2.945 -2.918 0.100  0.337
H10 1.401 -4.902 2.592  0.357
H11 1.035 -5.230 0.899  0.359
H12 -0.277 -4.927 2.050  0.322
H13 -3.336 -2.117 -2.731  0.469
H14 -2.250 -0.856 -2.554  0.628
H15 -3.795 -0.658 -1.817  0.586
H16 -3.286 -4.675 -1.206  0.340
H17 -4.675 -4.045 -0.311  0.352
H18 -3.260 -4.631 0.561  0.294
H19 -2.835 -0.461 1.239  0.178
H20 -3.153 -1.995 2.068  0.307
H21 -4.421 -1.232 1.114  0.373

Calculated values
HOMO (alpha / beta) in eV: -12.028 / -12.026
Net charge: +1
Molar mass in u: 590.502

***

Record 3
DFT (ωB97M-V/def2-TZVPD) results for a structure of composition C16H21AsF6N4O5SW in a non-equilibrium geometry.

Last column: Mulliken spin population.
Atoms and positions in Å:
W1 0.770 -0.613 -1.129  1.013
C1 -4.842 0.045 4.608  0.000
C2 -3.685 0.481 3.819  0.002
C3 -3.567 0.162 2.449  0.000
C4 -2.453 0.542 1.730  0.002
C5 -1.458 1.275 2.369  0.000
C6 -1.532 1.597 3.720  0.002
C7 -2.650 1.221 4.436  0.000
S1 -0.022 1.845 1.476  0.003
O1 -0.423 2.650 0.339  0.001
O2 0.923 2.398 2.374  -0.001
N1 0.601 0.435 0.778  0.046
C8 1.628 -0.234 1.380  -0.064
C9 2.121 -0.171 2.681  0.004
C10 3.151 -1.032 3.046  -0.005
C11 3.668 -1.906 2.091  0.005
C12 3.159 -1.905 0.800  0.004
N2 2.127 -1.107 0.420  0.015
H1 -5.443 -0.710 4.108  0.000
H2 -5.488 0.914 4.811  0.000
H3 -4.548 -0.290 5.606  0.000
H4 -4.356 -0.399 1.972  0.000
H5 -2.356 0.303 0.680  -0.003
H6 -0.734 2.175 4.162  0.000
H7 -2.740 1.482 5.482  0.000
H8 1.708 0.523 3.393  0.000
H9 3.536 -1.024 4.053  0.000
H10 4.459 -2.591 2.352  0.000
H11 3.583 -2.552 0.042  0.000
N3 -0.395 3.837 -2.075  -0.001
C13 -1.338 2.707 -2.168  -0.006
C14 -0.605 1.464 -1.665  -0.026
O3 -1.196 0.455 -1.223  -0.010
O4 0.657 1.428 -1.754  -0.021
H12 0.492 3.574 -2.533  0.000
H13 -0.205 3.956 -1.060  0.000
H14 -0.759 4.706 -2.489  0.000
H15 -1.663 2.545 -3.201  0.000
H16 -2.215 2.889 -1.542  0.000
C15 1.124 -3.716 -1.574  0.003
C16 2.220 -2.948 -2.269  -0.002
N4 3.093 -3.600 -3.002  0.000
O5 2.288 -1.696 -2.118  0.006
H17 0.392 -4.042 -2.321  0.000
H18 0.597 -3.050 -0.829  0.013
H19 1.496 -4.608 -1.065  0.000
H20 3.044 -4.602 -3.136  0.000
H21 3.818 -3.093 -3.501  0.000
F1 -0.182 -1.377 -2.610  0.001
As1 0.689 0.271 -5.386  0.002
F2 -0.359 -1.029 -5.175  0.000
F3 1.469 0.084 -3.763  0.012
F4 2.149 -0.294 -6.042  0.001
F5 0.172 1.822 -4.680  0.000
F6 0.081 0.802 -6.869  0.000

Calculated values
2S+1: 2
HOMO (alpha / beta) in eV: -16.500 / -16.499
⟨S²⟩: 0.76
Net charge: +3
Molar mass in u: 754.184

***

Record 4
DFT (ωB97M-V/def2-TZVPD) results for a structure of composition C16H21AuN5O3S3 in a non-equilibrium geometry.

Last column: Mulliken charge in e.
Atoms and positions in Å:
Au1 -0.240 0.115 0.543  0.986
N1 3.646 -0.164 1.763  -0.014
C1 3.961 -0.275 0.410  0.527
C2 5.164 -0.251 -0.286  -1.016
C3 5.083 -0.374 -1.658  -0.497
C4 3.854 -0.527 -2.321  -0.654
C5 2.662 -0.546 -1.630  -0.634
C6 2.738 -0.403 -0.249  0.863
N2 1.735 -0.392 0.714  -0.166
C7 2.312 -0.225 1.895  0.207
C8 1.502 -0.135 3.101  -0.073
C9 1.830 -0.147 4.420  -0.115
S1 0.412 -0.093 5.369  -0.080
C10 -0.547 -0.055 3.953  -0.238
N3 0.150 -0.078 2.860  -0.294
H1 4.304 -0.060 2.517  0.234
H2 6.116 -0.142 0.216  0.412
H3 5.994 -0.355 -2.241  0.399
H4 3.846 -0.638 -3.397  0.422
H5 1.701 -0.674 -2.113  0.420
H6 2.806 -0.206 4.877  0.376
H7 -1.631 -0.045 3.959  0.458
O1 -2.973 -1.225 1.713  -0.581
S2 -2.957 -0.583 0.433  1.044
O2 -2.185 0.740 0.503  -0.466
O3 -4.165 -0.426 -0.305  -0.579
S3 -1.538 -1.605 -0.740  -0.285
C11 -0.110 1.392 -3.763  -1.107
C12 -1.432 1.539 -3.012  -0.156
N4 -1.559 2.763 -2.229  0.255
C13 -2.552 3.731 -2.722  -0.818
C14 -2.035 4.535 -3.914  -1.007
C15 -0.749 3.028 -1.209  1.096
C16 -0.829 4.402 -0.587  -1.673
N5 0.117 2.152 -0.742  -0.539
H8 -0.054 0.386 -4.183  0.421
H9 0.738 1.546 -3.098  0.211
H10 -0.039 2.103 -4.589  0.310
H11 -1.564 0.682 -2.366  -0.256
H12 -2.261 1.512 -3.715  0.494
H13 -2.869 4.388 -1.922  0.468
H14 -3.430 3.160 -3.021  0.436
H15 -1.075 4.998 -3.682  0.270
H16 -2.742 5.322 -4.179  0.406
H17 -1.900 3.895 -4.787  0.298
H18 -1.783 4.519 -0.070  0.345
H19 -0.740 5.197 -1.325  0.307
H20 -0.040 4.521 0.151  0.474
H21 0.706 2.625 -0.070  0.110

Calculated values
HOMO (alpha / beta) in eV: -11.510 / -11.509
Net charge: +1
Molar mass in u: 624.544

***

Record 5
DFT (ωB97M-V/def2-TZVPD) results for a cluster of 3 separate species, C16H21F4NO8S in total in a non-equilibrium geometry.

Last column: Mulliken charge in e.
Atoms and positions in Å:
O1 0.326 -3.359 0.320  -0.499
C1 0.215 -2.945 -0.864  0.245
O2 -1.130 -2.719 -1.341  -0.137
N1 -1.169 -2.517 -2.685  0.100
C2 -1.590 -3.738 -3.417  0.721
F1 -1.484 -3.621 -4.829  -0.216
F2 -2.954 -4.120 -3.150  -0.251
F3 -0.815 -4.894 -3.066  -0.216
S1 -2.260 -1.176 -2.993  1.141
O3 -2.386 -0.863 -4.460  -0.575
O4 -1.789 0.091 -2.307  -0.496
F4 -3.812 -1.469 -2.419  -0.243
C3 1.501 -2.630 -1.775  0.577
C4 2.193 -1.232 -1.592  -0.368
C5 3.424 -0.914 -2.489  -0.403
C6 4.014 -1.868 -3.572  -0.392
C7 3.339 -3.264 -3.738  -0.479
C8 2.103 -3.603 -2.819  -0.158
H1 1.855 -0.444 -0.836  0.411
H2 3.928 0.112 -2.348  0.303
H3 4.905 -1.587 -4.239  0.322
H4 3.698 -4.040 -4.493  0.326
H5 1.655 -4.647 -2.970  0.294
O5 0.014 0.849 3.560  -0.587
C9 -0.979 0.164 3.447  0.745
O6 -1.107 -0.667 2.397  -0.321
C10 -2.143 -1.656 2.267  -0.213
C11 -3.397 -1.053 1.667  -0.973
C12 -2.119 0.296 4.418  -1.000
H6 -2.330 -2.156 3.220  0.325
H7 -1.751 -2.418 1.590  0.179
H8 -3.815 -0.274 2.308  0.326
H9 -4.158 -1.822 1.515  0.369
H10 -3.172 -0.585 0.705  0.224
H11 -2.756 1.126 4.113  0.251
H12 -1.706 0.504 5.409  0.322
H13 -2.713 -0.611 4.524  0.337
O7 2.154 5.259 -1.071  -0.576
C13 1.665 5.063 0.019  0.733
O8 2.434 5.114 1.122  -0.356
C14 1.924 5.089 2.466  -0.517
C15 1.715 3.665 2.941  -0.699
C16 0.221 4.668 0.154  -0.843
H14 1.022 5.699 2.556  0.372
H15 2.684 5.567 3.089  0.299
H16 0.971 3.144 2.335  0.145
H17 1.385 3.651 3.981  0.341
H18 2.644 3.096 2.858  0.294
H19 0.128 3.592 0.009  0.207
H20 -0.352 5.187 -0.619  0.302
H21 -0.226 4.956 1.104  0.307

Calculated values
SMILES string: O=C(ON(C(F)(F)F)S(=O)(=O)F)c1ccccc1.CCOC(C)=O.CCOC(C)=O
HOMO in eV: -9.557
Molar mass in u: 463.402

***

Record 6
DFT (ωB97M-V/def2-TZVPD) results for a structure of composition C16H21N3O2S in a non-equilibrium geometry.

Last column: Mulliken charge in e.
Atoms and positions in Å:
C1 0.700 2.759 -3.821  -1.518
C2 1.073 1.714 -2.689  0.860
C3 1.277 2.109 -1.355  -0.026
C4 1.568 1.315 -0.465  -1.567
C5 1.651 -0.071 -0.880  0.607
C6 1.703 -0.359 -2.138  -0.106
C7 1.350 0.644 -3.144  0.006
H1 1.323 -0.042 -4.176  0.167
H2 1.970 -1.570 -2.357  0.188
S1 2.327 -1.103 0.505  1.215
O1 3.965 -0.823 0.795  -0.725
O2 2.151 -2.534 0.020  -0.660
N1 1.304 -0.674 1.768  -0.706
H3 2.244 -0.303 2.586  0.400
C8 0.503 -1.682 2.309  -1.683
H4 0.802 -2.415 1.942  1.175
H5 0.462 -1.529 3.470  0.395
C9 -0.947 -1.150 1.995  -0.733
N2 -1.448 -0.398 3.012  -0.117
C10 -0.786 1.123 3.079  -0.824
H6 0.173 0.896 2.662  0.252
H7 -1.197 1.951 2.438  0.266
H8 -0.792 1.342 4.143  0.333
C11 -2.833 -0.021 2.878  -0.799
H9 -3.259 -1.447 2.874  0.148
H10 -3.314 0.243 1.997  0.386
H11 -3.454 0.467 3.653  0.331
C12 -0.929 -1.120 0.577  0.548
C13 -1.253 0.341 -0.124  -1.421
N3 -1.484 0.437 -1.342  -0.659
C14 -1.304 -0.773 -2.153  -0.454
C15 -1.187 -2.063 -1.778  -1.290
C16 -0.965 -2.140 -0.284  0.238
H12 -0.941 -3.092 0.019  0.710
H13 -1.152 -2.776 -2.410  0.694
H14 -1.376 -0.547 -3.120  0.687
H15 -1.357 0.953 0.440  1.419
H16 -1.412 -1.945 2.340  0.802
H17 1.774 1.689 0.528  0.423
H18 1.240 3.331 -1.310  0.061
H19 1.049 3.835 -3.632  0.351
H20 1.164 2.570 -4.884  0.297
H21 -0.381 2.855 -3.968  0.328

Calculated values
HOMO in eV: -8.946
Molar mass in u: 319.430